Record 1
Density functional theory data (ωB97M-V/def2-TZVPD) for C26H27MoN4O2S4 as an isolated structure at a distorted geometry.

Properties
Multiplicity: 3
M in g/mol: 651.7
Energy relative to the best compared isomer or geometry (same formula, charge and spin) in kJ/mol: 25.64
LUMO (spin up / spin down) in eV: -3.986 / -3.760
Charge: +1

CARTESIAN COORDINATES (ANGSTROEM)
Mo: -0.269 -0.047 -0.692
C: 2.009 1.126 1.303
N: 1.920 0.349 0.057
C: 2.345 -1.044 0.272
C: 2.248 -1.802 -1.045
N: 0.855 -1.855 -1.519
C: 0.841 -1.937 -2.994
C: 0.086 -3.008 -1.059
C: 0.642 -4.253 -0.801
C: -0.158 -5.329 -0.453
C: -1.531 -5.184 -0.383
C: -2.109 -3.964 -0.679
C: -1.310 -2.880 -1.021
S: -2.085 -1.343 -1.423
C: 2.788 0.976 -0.928
C: 4.153 1.114 -0.701
C: 4.965 1.726 -1.637
C: 4.419 2.222 -2.812
C: 3.067 2.091 -3.052
C: 2.249 1.455 -2.120
S: 0.533 1.296 -2.456
H: 1.433 0.641 2.088
H: 1.604 2.124 1.123
H: 3.044 1.224 1.644
H: 1.692 -1.503 1.025
H: 3.379 -1.085 0.639
H: 2.692 -2.794 -0.928
H: 2.841 -1.272 -1.798
H: 1.328 -2.857 -3.335
H: 1.357 -1.080 -3.430
H: -0.190 -1.936 -3.354
H: 1.706 -4.414 -0.874
H: 0.301 -6.286 -0.256
H: -2.154 -6.022 -0.114
H: -3.181 -3.843 -0.653
H: 4.600 0.746 0.211
H: 6.021 1.825 -1.440
H: 5.050 2.714 -3.536
H: 2.613 2.474 -3.953
O: -3.152 2.410 3.321
C: -2.296 1.608 3.956
C: -2.344 1.585 5.354
C: -1.487 0.790 6.081
C: -0.556 -0.017 5.433
C: -0.503 -0.022 4.060
C: -1.360 0.783 3.298
C: -1.255 0.744 1.848
O: -0.479 -0.123 1.260
N: -1.909 1.593 1.112
N: -1.652 1.428 -0.215
C: -2.514 2.045 -0.980
S: -2.496 1.910 -2.705
C: -3.751 3.220 -2.963
C: -4.743 3.130 -1.831
S: -3.800 2.984 -0.273
H: -3.008 2.369 2.356
H: -3.080 2.208 5.838
H: -1.538 0.789 7.159
H: 0.114 -0.642 6.000
H: 0.206 -0.655 3.545
H: -4.214 3.042 -3.931
H: -3.231 4.179 -2.972
H: -5.387 2.253 -1.911
H: -5.355 4.026 -1.757


Record 2
Density functional theory data (ωB97M-V/def2-TZVPD) for a 6-piece molecular cluster, C36H30F6 overall.

Properties
SMILES: Fc1ccccc1.Fc1ccccc1.Fc1ccccc1.Fc1ccccc1.Fc1ccccc1.Fc1ccccc1
M in g/mol: 576.6
Energy relative to the best compared isomer or geometry (same formula, charge and spin) in kJ/mol: 34.57
LUMO in eV: 0.675
Charge: 0

CARTESIAN COORDINATES (ANGSTROEM)
F: -1.357 3.428 -0.045
C: -0.766 3.943 -1.142
C: -0.314 5.251 -1.113
C: 0.300 5.773 -2.244
C: 0.463 4.988 -3.378
C: 0.004 3.676 -3.380
C: -0.632 3.143 -2.268
H: -0.522 5.905 -0.275
H: 0.683 6.784 -2.205
H: 0.951 5.379 -4.261
H: 0.095 3.073 -4.275
H: -0.947 2.109 -2.205
F: -2.257 -4.189 -1.471
C: -1.856 -3.670 -2.648
C: -0.576 -3.169 -2.742
C: -0.147 -2.660 -3.963
C: -1.005 -2.671 -5.072
C: -2.291 -3.191 -4.941
C: -2.699 -3.757 -3.736
H: 0.058 -3.148 -1.870
H: 0.834 -2.212 -4.062
H: -0.686 -2.189 -5.987
H: -2.958 -3.191 -5.794
H: -3.672 -4.223 -3.647
F: -3.355 -0.788 4.540
C: -3.670 -0.217 3.364
C: -2.791 -0.308 2.310
C: -3.153 0.223 1.083
C: -4.333 0.947 0.958
C: -5.186 1.067 2.042
C: -4.880 0.459 3.249
H: -1.911 -0.935 2.419
H: -2.478 0.146 0.239
H: -4.567 1.435 0.021
H: -6.132 1.585 1.937
H: -5.532 0.526 4.111
F: 5.138 -5.671 -1.548
C: 3.788 -5.678 -1.491
C: 3.171 -5.524 -0.261
C: 1.789 -5.558 -0.202
C: 1.053 -5.720 -1.364
C: 1.695 -5.847 -2.579
C: 3.070 -5.822 -2.656
H: 3.767 -5.422 0.640
H: 1.287 -5.443 0.749
H: -0.024 -5.790 -1.268
H: 1.125 -5.955 -3.494
H: 3.610 -5.917 -3.589
F: 0.148 -0.875 -0.860
C: 0.873 -0.780 0.276
C: 0.707 0.337 1.069
C: 1.461 0.455 2.221
C: 2.422 -0.498 2.496
C: 2.579 -1.608 1.692
C: 1.797 -1.773 0.563
H: -0.100 1.033 0.884
H: 1.295 1.286 2.890
H: 3.048 -0.424 3.378
H: 3.272 -2.375 2.010
H: 1.886 -2.613 -0.118
F: -0.421 5.567 2.279
C: 0.550 5.114 3.108
C: 1.434 4.133 2.671
C: 2.476 3.761 3.509
C: 2.598 4.360 4.758
C: 1.643 5.279 5.196
C: 0.597 5.641 4.376
H: 1.285 3.770 1.659
H: 3.276 3.113 3.171
H: 3.457 4.137 5.379
H: 1.710 5.664 6.206
H: -0.176 6.325 4.700


Record 3
Density functional theory data (ωB97M-V/def2-TZVPD) for a 2-piece molecular cluster, H3O2PS overall at a distorted geometry.

Properties
SMILES: O=PS.O
M in g/mol: 98.1
Energy relative to the best compared isomer or geometry (same formula, charge and spin) in kJ/mol: 127.62
LUMO in eV: -0.522
Charge: 0

CARTESIAN COORDINATES (ANGSTROEM)
O: 1.390 1.146 0.609
P: 1.798 -0.236 0.400
S: 1.067 -0.783 -1.523
H: 0.324 0.310 -1.680
O: -1.396 -0.294 0.410
H: -1.147 0.556 0.784
H: -2.036 -0.699 0.999


Record 4
Density functional theory data (ωB97M-V/def2-TZVPD) for C11H18BF2NO8S2Ta as an isolated structure at a distorted geometry.

Properties
Multiplicity: 2
M in g/mol: 586.2
Energy relative to the best compared isomer or geometry (same formula, charge and spin) in kJ/mol: 68.33
LUMO (spin up / spin down) in eV: -0.314 / -0.293
Charge: 0

CARTESIAN COORDINATES (ANGSTROEM)
Ta: -0.961 1.035 0.805
C: -0.655 -3.027 -0.495
O: -0.023 -1.798 -0.797
C: 1.341 -1.934 -1.057
C: 1.900 -0.539 -1.273
O: 1.645 0.377 -0.212
C: 2.700 0.440 0.753
C: 2.609 -0.574 1.889
O: 1.407 -0.450 2.596
C: 1.538 -0.938 3.925
H: -0.628 -3.701 -1.359
H: -1.680 -2.783 -0.235
H: -0.175 -3.516 0.359
H: 1.503 -2.527 -1.969
H: 1.847 -2.441 -0.226
H: 1.414 -0.101 -2.148
H: 2.978 -0.599 -1.445
H: 2.646 1.450 1.161
H: 3.658 0.296 0.245
H: 3.457 -0.401 2.563
H: 2.688 -1.593 1.491
H: 2.333 -0.401 4.452
H: 1.761 -2.011 3.920
H: 0.599 -0.757 4.430
O: -1.886 0.394 -0.795
N: -1.816 0.752 -2.061
C: -2.631 0.154 -2.956
C: -2.660 0.572 -4.255
C: -1.856 1.639 -4.659
C: -1.057 2.261 -3.722
C: -1.033 1.822 -2.400
S: -0.109 2.542 -1.144
H: -3.239 -0.640 -2.550
H: -3.324 0.075 -4.946
H: -1.881 1.992 -5.680
H: -0.452 3.118 -3.973
O: -1.414 1.221 3.599
S: -0.669 2.699 3.125
O: 0.371 2.872 4.108
O: -2.569 1.885 1.690
O: 0.033 2.250 1.779
F: -3.583 0.397 3.197
B: -2.555 1.163 2.815
F: -1.572 -0.675 1.451


Record 5
Density functional theory data (ωB97M-V/def2-TZVPD) for C17H25I2OOsP2 as an isolated structure at a distorted geometry.

Properties
Multiplicity: 5
M in g/mol: 751.4
Energy relative to the best compared isomer or geometry (same formula, charge and spin) in kJ/mol: 102.99
LUMO (spin up / spin down) in eV: -11.948 / -12.993
Charge: +3

CARTESIAN COORDINATES (ANGSTROEM)
I: -1.386 -2.674 -3.514
I: -0.614 2.229 -2.058
Os: -0.247 -0.147 -0.989
P: -2.519 -0.039 -1.471
C: -3.053 -0.034 -3.220
C: -3.283 -1.504 -0.722
H: -4.325 -1.185 -0.594
H: -4.393 1.200 -0.704
H: -2.770 -1.720 0.226
H: -2.869 1.864 0.041
H: -2.757 -0.942 -3.738
H: -3.157 -2.312 -1.461
C: -3.346 1.483 -0.864
H: -4.140 -0.059 -3.195
H: -3.288 2.246 -1.643
H: -2.649 0.785 -3.805
P: 1.991 -0.020 -1.394
C: 2.754 -0.084 -3.059
C: 2.709 1.572 -0.809
H: 2.083 -1.859 0.199
H: 3.745 -1.392 -0.410
H: 2.620 -2.332 -1.456
C: 2.687 -1.556 -0.673
H: 2.087 1.990 -0.001
H: 3.745 1.399 -0.479
H: 3.847 -0.035 -2.948
H: 2.397 0.772 -3.642
H: 2.710 2.269 -1.662
H: 2.479 -1.022 -3.555
C: -0.091 -0.584 -2.897
O: 0.247 -0.456 -4.019
C: 2.699 0.117 4.330
C: 2.995 0.099 2.959
C: 1.991 0.102 2.020
C: 0.638 0.108 2.320
C: -0.387 0.100 1.301
C: -1.664 0.144 1.755
C: -2.041 0.148 3.130
C: -1.061 0.138 4.092
C: 0.294 0.125 3.744
C: 1.359 0.133 4.713
H: 3.502 0.120 5.111
H: 4.024 0.086 2.659
H: 2.272 0.102 0.970
H: -2.507 0.166 1.074
H: -3.111 0.158 3.416
H: -1.314 0.149 5.135
H: 1.097 0.150 5.786


Record 6
Density functional theory data (ωB97M-V/def2-TZVPD) for a 2-piece molecular cluster, C8H14N4 overall at a distorted geometry.

Properties
SMILES: C=C(C)/C=C/C.Cc1nnn[nH]1
M in g/mol: 166.2
Energy relative to the best compared isomer or geometry (same formula, charge and spin) in kJ/mol: 443.67
LUMO in eV: 0.450
Charge: 0

CARTESIAN COORDINATES (ANGSTROEM)
C: 2.579 -2.078 -0.785
C: 1.975 -1.129 -0.065
C: 1.205 -1.463 1.189
C: 2.053 0.274 -0.488
C: 1.498 1.316 0.140
C: 1.586 2.737 -0.314
H: 3.136 -1.838 -1.689
H: 2.539 -3.133 -0.501
H: 1.229 -2.540 1.384
H: 0.164 -1.204 1.121
H: 1.627 -0.935 2.066
H: 2.620 0.469 -1.396
H: 0.942 1.166 1.065
H: 2.040 3.373 0.448
H: 2.173 2.817 -1.246
H: 0.587 3.158 -0.498
C: -4.212 -0.180 0.030
C: -2.749 -0.186 -0.257
N: -2.163 -0.605 -1.360
N: -0.844 -0.429 -1.189
N: -0.594 0.088 -0.030
N: -1.780 0.238 0.574
H: -4.741 -0.587 -0.843
H: -4.573 0.838 0.219
H: -4.441 -0.802 0.909
H: -1.856 0.633 1.515


Record 7
Density functional theory data (ωB97M-V/def2-TZVPD) for a 2-piece molecular cluster, C7H6F3IS overall at a distorted geometry.

Properties
M in g/mol: 306.1
Energy relative to the best compared isomer or geometry (same formula, charge and spin) in kJ/mol: 293.01
LUMO (spin up / spin down) in eV: -1.113 / -3.088
Charge: 0

CARTESIAN COORDINATES (ANGSTROEM)
C: 0.234 1.398 0.022
C: -0.596 1.457 -1.116
C: -0.005 0.688 1.133
C: -1.865 0.774 -1.056
C: -1.130 -0.254 1.183
C: -2.027 -0.109 -0.018
C: 2.536 -1.370 -0.303
F: 2.385 -1.480 1.054
F: 1.334 -1.756 -0.727
F: 3.355 -2.327 -0.788
S: 2.966 0.331 -0.609
I: -3.671 -1.473 -0.054
H: 1.215 1.932 -0.097
H: -0.388 2.264 -1.851
H: 0.773 0.589 1.833
H: -2.686 0.786 -1.769
H: -0.640 -1.198 1.012
H: -1.790 -0.251 2.149


Record 8
Density functional theory data (ωB97M-V/def2-TZVPD) for C5H7N in the gas phase at a distorted geometry.

Properties
SMILES: C#C[C@@H]1N[C@@H]1C
M in g/mol: 81.1
Energy relative to the best compared isomer or geometry (same formula, charge and spin) in kJ/mol: 516.83
LUMO in eV: 1.015
Charge: 0

CARTESIAN COORDINATES (ANGSTROEM)
C: 1.994 -0.894 -0.331
C: 1.546 0.185 0.006
C: 0.555 1.147 -0.437
N: -0.797 1.622 -0.126
C: -0.630 0.215 -0.422
C: -0.992 -0.686 0.740
H: 2.437 -1.816 -0.618
H: 0.831 1.586 -1.396
H: -1.027 1.732 0.861
H: -0.546 -0.363 -1.360
H: -0.712 -0.278 1.722
H: -2.087 -0.760 0.715
H: -0.571 -1.690 0.648


Record 9
Density functional theory data (ωB97M-V/def2-TZVPD) for C22H27BF4MnN2O11P2S as an isolated structure at a distorted geometry.

Properties
Multiplicity: 6
M in g/mol: 731.2
Energy relative to the best compared isomer or geometry (same formula, charge and spin) in kJ/mol: 159.57
LUMO (spin up / spin down) in eV: 3.961 / 3.961
Charge: -2

CARTESIAN COORDINATES (ANGSTROEM)
Mn: 1.179 -0.351 -1.209
O: 4.330 1.768 -2.793
C: 3.586 1.416 -1.884
O: 3.179 0.246 -1.651
C: 3.211 2.504 -0.811
C: 3.008 1.864 0.573
C: 3.204 2.941 1.657
C: 1.912 3.758 1.481
C: 1.206 2.950 0.371
O: 1.610 1.620 0.631
C: 1.869 3.251 -0.988
C: 0.853 2.772 -2.078
O: 0.221 3.657 -2.651
O: 0.664 1.534 -2.205
H: 4.039 3.220 -0.807
H: 3.544 0.930 0.729
H: 3.256 2.485 2.646
H: 4.107 3.525 1.487
H: 1.313 3.768 2.393
H: 2.095 4.788 1.174
H: 0.119 3.038 0.379
H: 2.009 4.324 -1.147
N: 1.303 -4.534 2.257
C: 1.488 -3.866 0.941
C: 1.742 -4.832 -0.180
P: -0.155 -2.998 0.739
O: -0.047 -1.898 1.934
O: -1.147 -4.010 1.213
O: -0.205 -2.357 -0.601
P: 2.735 -2.525 1.273
O: 4.085 -2.986 0.497
O: 2.945 -2.668 2.754
O: 2.300 -1.215 0.702
H: 0.263 -4.525 2.382
H: 1.855 -3.831 2.870
H: 1.700 -5.471 2.313
H: 0.916 -5.543 -0.249
H: 2.696 -5.355 -0.065
H: 1.760 -4.280 -1.117
H: 0.437 -1.137 1.581
H: 4.044 -2.560 -0.364
F: 1.194 -1.699 -2.995
B: 1.125 -2.701 -4.037
F: -0.059 -2.562 -4.718
F: 2.185 -2.545 -4.898
F: 1.199 -3.954 -3.454
N: -0.730 0.188 -0.143
S: -2.106 -0.543 0.075
C: -2.840 0.386 1.447
C: -2.921 -0.256 2.684
C: -3.232 0.462 3.818
C: -3.459 1.834 3.740
C: -3.337 2.483 2.514
C: -3.023 1.771 1.379
C: -3.220 0.168 -1.181
C: -4.583 0.167 -0.938
C: -5.434 0.801 -1.823
C: -4.920 1.410 -2.956
C: -3.559 1.364 -3.217
C: -2.699 0.732 -2.333
H: -0.864 1.192 -0.248
H: -2.720 -1.315 2.730
H: -3.287 -0.036 4.778
H: -3.709 2.397 4.628
H: -3.480 3.555 2.457
H: -2.915 2.279 0.431
H: -4.959 -0.303 -0.041
H: -6.496 0.831 -1.620
H: -5.585 1.937 -3.627
H: -3.165 1.836 -4.104
H: -1.631 0.700 -2.519


Record 10
Density functional theory data (ωB97M-V/def2-TZVPD) for an isolated ion of composition C3H9N4S and charge +1 at a distorted geometry.

Properties
SMILES: C[N@@H+]1CN=N[C@@]1(N)S
M in g/mol: 133.2
Energy relative to the best compared isomer or geometry (same formula, charge and spin) in kJ/mol: 349.73
LUMO in eV: -3.997
Charge: +1

CARTESIAN COORDINATES (ANGSTROEM)
C: 1.517 0.837 0.304
N: 0.341 -0.034 0.606
C: 0.644 -1.539 0.596
N: -0.329 -2.044 -0.464
N: -1.033 -1.178 -0.905
C: -0.898 0.070 -0.295
N: -0.331 1.149 -1.412
S: -2.379 0.622 0.566
H: 1.917 0.549 -0.658
H: 1.043 1.746 0.280
H: 2.301 0.854 1.061
H: -0.122 0.226 1.433
H: 0.360 -2.107 1.491
H: 1.687 -1.892 0.291
H: -0.583 2.050 -0.929
H: -0.862 1.121 -2.276
H: -3.273 -0.429 0.310


Record 11
Density functional theory data (ωB97M-V/def2-TZVPD) for a 17-piece molecular cluster, C28H46Cl32F2O2S overall.

Properties
M in g/mol: 1619.2
LUMO in eV: -1.650
Charge: 0

CARTESIAN COORDINATES (ANGSTROEM)
C: 0.641 -0.999 0.399
C: -0.454 -2.042 0.176
S: -2.140 -1.502 0.522
C: -2.656 -0.380 -0.823
C: -2.566 1.052 -0.386
C: -3.548 1.647 0.276
F: -4.687 1.030 0.582
C: -3.469 3.057 0.716
O: -4.423 3.615 1.200
C: -2.167 3.717 0.541
C: -1.133 3.182 -0.113
C: 0.153 3.979 -0.214
C: 1.360 3.327 -0.889
C: 2.142 2.356 0.025
F: 1.578 2.292 1.310
C: -1.339 1.834 -0.747
O: -0.596 1.368 -1.578
H: 0.720 -0.309 -0.442
H: 1.604 -1.519 0.478
H: 0.495 -0.443 1.329
H: -0.355 -2.468 -0.827
H: -0.314 -2.865 0.889
H: -2.078 -0.552 -1.731
H: -3.696 -0.645 -1.035
H: -2.082 4.707 0.986
H: 0.440 4.294 0.795
H: -0.090 4.892 -0.770
H: 1.117 2.848 -1.832
H: 2.056 4.140 -1.132
H: 3.175 2.696 0.152
H: 2.168 1.342 -0.379
C: 4.332 -2.186 3.159
Cl: 4.755 -1.123 1.812
Cl: 2.665 -2.774 3.096
H: 4.986 -3.050 3.130
H: 4.470 -1.634 4.080
C: 2.055 0.958 -4.463
Cl: 3.171 1.461 -3.188
Cl: 2.881 0.100 -5.774
H: 1.314 0.295 -4.031
H: 1.583 1.842 -4.875
C: 7.725 1.111 3.519
Cl: 7.026 2.462 2.623
Cl: 6.503 0.203 4.417
H: 8.209 0.435 2.823
H: 8.443 1.510 4.226
C: -2.336 5.524 -2.866
Cl: -2.995 6.641 -1.670
Cl: -0.581 5.698 -3.040
H: -2.547 4.512 -2.541
H: -2.798 5.724 -3.825
C: -0.710 -4.700 4.213
Cl: -1.096 -3.502 2.967
Cl: 0.896 -5.405 3.971
H: -0.731 -4.217 5.179
H: -1.449 -5.491 4.169
C: 6.562 1.611 -5.954
Cl: 6.636 2.838 -7.229
Cl: 6.823 2.306 -4.353
H: 5.581 1.151 -5.976
H: 7.336 0.876 -6.141
C: -6.978 0.904 3.210
Cl: -6.946 -0.857 3.053
Cl: -8.537 1.489 3.804
H: -6.207 1.202 3.910
H: -6.793 1.337 2.234
C: -5.943 -4.654 3.357
Cl: -4.290 -4.282 2.861
Cl: -6.432 -6.285 2.875
H: -6.005 -4.579 4.437
H: -6.611 -3.941 2.890
C: -1.882 -4.253 -3.444
Cl: -2.596 -3.119 -2.285
Cl: -0.119 -4.106 -3.485
H: -2.141 -5.261 -3.140
H: -2.260 -4.049 -4.437
C: 9.726 4.762 -7.037
Cl: 10.831 5.275 -5.756
Cl: 10.556 3.858 -8.310
H: 8.967 4.122 -6.606
H: 9.279 5.645 -7.479
C: -5.509 -4.626 -4.789
Cl: -4.370 -5.250 -5.997
Cl: -6.133 -5.905 -3.747
H: -4.995 -3.900 -4.168
H: -6.338 -4.163 -5.310
C: -2.957 -0.052 -5.480
Cl: -1.810 0.544 -4.279
Cl: -3.457 -1.718 -5.150
H: -3.838 0.578 -5.457
H: -2.490 -0.023 -6.457
C: 5.935 6.121 4.253
Cl: 5.093 4.914 3.279
Cl: 5.052 6.523 5.731
H: 6.904 5.721 4.530
H: 6.049 7.023 3.664
C: 3.229 -7.230 6.011
Cl: 2.674 -6.030 7.182
Cl: 4.993 -7.339 5.953
H: 2.833 -8.197 6.296
H: 2.869 -6.944 5.031
C: -6.890 2.778 -0.846
Cl: -6.552 3.786 -2.264
Cl: -8.519 2.098 -0.880
H: -6.177 1.967 -0.829
H: -6.788 3.391 0.041
C: -2.691 -4.858 7.731
Cl: -3.080 -3.662 6.484
Cl: -1.084 -5.560 7.495
H: -2.716 -4.370 8.698
H: -3.425 -5.654 7.686


no.,E (a.u.)
1,-3037.2947
2,-1988.9892
3,-891.8346
4,-2164.7706
5,-2105.5933
6,-532.1441
7,-1265.6852
8,-249.2764
9,-4448.5622
10,-736.5573
11,-16568.9575